A structure of composition C38H38F3HgN8O2PS4 in a non-equilibrium geometry, computed with the ωB97M-V functional and the def2-TZVPD basis.

XYZ file:
```
95
Properties=species:S:1:pos:R:3:forces:R:3:lowdin_charge:R:1
Hg -1.076607 0.432578 -0.526838 -0.2 0.3 0.4 0.71
O -3.858507 1.829978 0.504562 -0.3 0.1 0.1 -0.14
N -2.500907 2.037478 0.837162 0.2 -0.3 -0.4 -0.13
C -2.417307 2.768378 1.910062 -0.5 0.5 0.4 -0.18
C -1.257907 3.294978 2.528162 -0.4 -0.3 -0.3 -0.25
C -1.450307 4.283378 3.523462 0.1 0.3 0.3 -0.08
C -0.412607 4.957878 4.106062 -0.7 0.0 0.1 -0.13
C 0.909893 4.642078 3.764262 0.7 -0.2 -0.1 -0.13
C 1.137793 3.642178 2.851662 0.1 0.4 0.2 -0.14
C 0.092193 2.982278 2.194762 0.3 -0.7 -0.5 -0.32
P 0.626293 1.644178 1.102862 -0.3 0.7 0.2 1.04
C 1.576193 0.632078 2.272962 0.2 -0.2 0.2 -0.36
C 2.955293 0.717878 2.464662 -0.3 -0.1 -0.2 -0.09
C 3.576593 -0.068422 3.412862 0.1 -0.1 0.3 -0.09
C 2.830593 -0.906022 4.228862 0.1 0.0 0.0 -0.10
C 1.449993 -0.950822 4.085562 0.1 -0.1 0.2 -0.11
C 0.828193 -0.202522 3.108662 0.1 0.2 -0.3 -0.11
C 1.914793 2.455778 0.113862 0.0 -0.1 -0.3 -0.37
C 1.846193 3.819778 -0.155338 0.0 -0.1 0.0 -0.09
C 2.811293 4.420578 -0.940338 0.1 0.1 -0.1 -0.09
C 3.855393 3.669078 -1.451238 0.1 0.0 0.0 -0.09
C 3.901493 2.302678 -1.226338 0.2 0.0 0.0 -0.10
C 2.922593 1.689078 -0.467538 -0.1 0.1 0.1 -0.13
H -3.827307 1.428078 -0.382138 0.1 0.1 0.2 -0.03
H -3.367407 3.085678 2.343462 0.0 0.0 0.0 0.11
H -2.463607 4.524378 3.813862 -0.2 0.0 0.0 0.10
H -0.600807 5.729678 4.838362 -0.1 0.1 0.1 0.08
H 1.734493 5.167678 4.224662 0.1 0.0 0.0 0.08
H 2.159093 3.362678 2.621262 0.0 0.1 0.0 0.10
H 3.546593 1.382878 1.853062 0.0 0.0 0.0 0.10
H 4.650493 -0.010822 3.530162 0.1 0.0 0.0 0.10
H 3.320093 -1.511322 4.978262 0.0 0.0 0.1 0.09
H 0.860093 -1.574122 4.744362 -0.1 -0.1 0.0 0.10
H -0.244407 -0.259422 2.961762 -0.1 0.0 0.1 0.11
H 1.039393 4.409978 0.254062 -0.1 0.0 0.0 0.11
H 2.747393 5.475978 -1.163738 0.0 0.1 0.0 0.10
H 4.626293 4.140278 -2.043038 0.1 0.1 -0.1 0.10
H 4.707993 1.715778 -1.643738 0.0 -0.1 -0.1 0.10
H 2.921393 0.617078 -0.315938 0.1 0.0 0.0 0.09
F 0.315293 3.454678 -5.199938 -0.2 -0.2 0.0 0.11
C 1.331893 3.423778 -4.304638 0.0 0.4 -0.3 -0.61
F 2.422493 3.804978 -5.017438 0.3 -0.2 -0.1 0.10
F 1.112693 4.422978 -3.445838 -0.1 0.0 0.1 0.12
C 1.513993 2.074078 -3.691038 0.2 -0.2 0.1 -0.17
C 2.639593 1.324378 -3.988738 -0.2 -0.1 0.1 -0.04
C 2.765593 0.050078 -3.454138 0.0 0.1 -0.1 -0.08
C 1.751093 -0.419322 -2.635238 0.3 -0.1 -0.1 -0.20
N 0.682793 0.289578 -2.324838 0.3 0.0 -0.1 -0.02
C 0.533093 1.532278 -2.825038 0.2 0.3 -0.4 -0.77
S -0.861607 2.368278 -2.360638 -0.7 0.5 0.0 0.61
H 3.410493 1.732578 -4.627738 0.0 0.0 0.0 0.12
H 3.625593 -0.562622 -3.668738 0.1 -0.1 0.0 0.10
H 1.802093 -1.405622 -2.199038 0.0 -0.1 0.0 0.08
O -2.535407 -1.351022 0.921362 0.4 0.0 0.1 -0.22
N -3.723907 -1.645822 0.513662 -0.5 -0.2 0.0 -0.22
C -4.519707 -2.373422 1.327962 -0.2 -0.2 0.3 -0.03
C -5.806507 -2.715422 0.998462 -0.1 0.0 -0.1 -0.08
C -6.320907 -2.310222 -0.229538 0.3 0.2 -0.2 -0.08
C -5.499407 -1.586722 -1.069738 -0.6 -0.4 0.4 -0.10
C -4.201807 -1.250322 -0.701838 0.4 0.3 -0.3 -0.62
S -3.249207 -0.300922 -1.765238 0.2 0.2 0.1 0.67
H -4.062407 -2.646822 2.266962 0.1 0.1 0.0 0.13
H -6.404707 -3.283922 1.694662 0.1 0.0 0.1 0.10
H -7.332607 -2.545522 -0.519438 -0.1 -0.1 0.0 0.10
H -5.838207 -1.240422 -2.031938 0.0 0.0 -0.1 0.10
C -1.144607 -4.658722 3.261562 0.2 -0.2 0.0 -0.06
C 0.095693 -5.205022 2.556062 0.0 0.2 -0.2 -0.40
C -0.229207 -5.747022 1.165762 0.1 0.0 0.2 -0.06
C 1.246493 -4.188322 2.515562 0.2 -0.6 0.6 -0.12
N 1.136593 -3.137622 1.539562 -0.4 0.9 -0.9 -0.08
C 0.104793 -2.438322 1.028662 0.4 -0.3 0.1 -0.14
N 0.583493 -1.542822 0.200862 -0.8 -0.2 0.1 0.00
N 1.905193 -1.676122 0.223562 0.5 0.3 -0.2 -0.01
N 2.253193 -2.608922 1.007962 0.6 -0.7 0.4 0.08
H -1.881707 -5.451322 3.371862 -0.1 0.0 0.0 0.08
H -1.601607 -3.848322 2.703462 -0.1 0.1 -0.1 0.06
H -0.887107 -4.292422 4.254062 0.0 0.1 0.1 0.08
H 0.468893 -6.039422 3.164662 0.1 0.1 -0.1 0.13
H -0.628607 -4.972722 0.515462 0.0 0.0 -0.1 0.07
H -0.970907 -6.538722 1.241062 -0.1 -0.1 0.0 0.08
H 0.664593 -6.161522 0.702962 0.0 0.0 -0.1 0.08
H 2.182593 -4.703522 2.276562 -0.1 0.1 0.0 0.13
H 1.363393 -3.723822 3.502762 0.0 -0.1 -0.1 0.11
H -0.936207 -2.547822 1.241862 -0.3 -0.1 0.1 0.09
S -0.714007 -3.080622 -3.177638 0.2 -0.6 0.5 0.54
C -0.685807 -1.903822 -4.307738 0.0 0.3 -0.6 -1.22
N -1.567307 -0.917822 -4.423138 0.1 0.1 0.2 -0.08
C -1.440107 0.039878 -5.492638 -0.2 0.2 -0.3 -0.22
C -0.049007 -0.129022 -6.098538 0.4 -0.2 0.1 -0.41
S 0.518293 -1.795422 -5.608338 -0.4 0.0 0.1 0.88
H -2.241507 -0.772622 -3.673338 0.1 -0.2 -0.1 -0.02
H -1.565807 1.049878 -5.096838 0.0 0.0 0.0 0.10
H -2.219507 -0.145222 -6.244838 0.1 0.1 0.1 0.12
H 0.659393 0.588678 -5.686438 -0.1 0.0 -0.1 0.05
H -0.040307 -0.069822 -7.184638 -0.1 0.1 0.0 0.07
```
Positions in Å, forces in eV/Å.

**Total charge**: -1
**E_HOMO (spin up / spin down)**: -1.67 / -4.78 eV
**ΔE to the lowest compared entry with this formula, charge and spin**: 8.6 kcal per mole
**Spin multiplicity**: 2
**E_LUMO (spin up / spin down)**: 2.26 / 2.26 eV
**Orbital gap (spin up / spin down)**: 3.930 / 7.038 eV
**Largest force on an atom**: 0.0262 Eh/bohr

***

A structure of composition C4H4S in a non-equilibrium geometry, computed with the ωB97M-V functional and the def2-TZVPD basis.

XYZ file:
```
9
Properties=species:S:1:pos:R:3:forces:R:3:lowdin_charge:R:1
C 1.326198 1.434325 -0.057617 2.7 1.2 -0.7 -0.21
C 0.247511 0.278256 -0.025814 1.3 2.0 1.5 -0.99
C -1.131234 0.657548 0.192406 -10.9 -4.2 -2.7 -0.19
C -2.463143 0.209972 -0.097190 6.0 1.4 2.0 0.08
H 0.879519 2.433614 -0.524852 1.0 -2.4 0.6 0.06
H 1.895742 2.037620 1.131225 -1.9 -2.7 -3.5 0.18
H 2.413325 0.835659 -0.877422 -3.4 2.3 2.8 0.17
H -3.771710 -0.367209 -0.150180 4.9 2.5 0.4 0.18
S 0.669196 -1.276268 0.021907 0.2 -0.3 -0.2 0.72
```
Positions in Å, forces in eV/Å.

**E_HOMO**: -8.72 eV
**ΔE to the lowest compared entry with this formula, charge and spin**: 204.2 kcal per mole
**E_LUMO**: -1.30 eV
**Orbital gap**: 7.416 eV
**Largest force on an atom**: 0.2325 Eh/bohr

***

An isolated molecule of C24H30N2O3, computed with the ωB97M-V functional and the def2-TZVPD basis.

XYZ file:
```
59
Properties=species:S:1:pos:R:3:forces:R:3:lowdin_charge:R:1
C -5.474259 -1.684198 -0.281502 -0.2 -0.1 0.0 -0.09
O -4.243681 -1.034577 -0.485186 0.3 0.3 0.0 -0.10
C -4.113328 0.260862 -0.068321 0.1 0.0 0.0 -0.26
C -5.103859 1.000861 0.565378 -0.1 -0.3 -0.1 -0.03
C -4.840561 2.309821 0.939247 0.1 0.1 0.0 -0.07
C -3.611275 2.888644 0.697384 0.0 0.1 0.0 -0.04
C -2.608762 2.152868 0.067883 -0.3 -0.2 0.0 -0.18
C -1.282712 2.731040 -0.198865 0.3 0.1 -0.1 -0.18
C -1.146897 4.021089 -0.705153 -0.1 0.0 0.0 -0.04
C 0.111207 4.525246 -0.979727 -0.1 -0.1 0.1 -0.07
C 1.247623 3.767823 -0.760885 0.2 0.1 0.0 -0.01
C 1.126076 2.479033 -0.246294 -0.1 0.3 -0.2 -0.20
N 2.216359 1.651734 0.016611 -0.3 -0.1 0.1 0.14
C 3.529662 1.879536 -0.224160 0.4 -0.3 0.2 -0.44
O 3.990466 2.872803 -0.747874 0.1 0.3 -0.2 0.07
C 4.443514 0.740533 0.239798 0.1 0.1 -0.1 -0.22
C 4.426355 -0.426364 -0.753713 -0.1 0.1 0.0 -0.12
C 3.097779 -1.194570 -0.759357 0.0 0.0 -0.2 -0.17
N 2.394202 -1.096212 0.518272 0.1 -0.2 0.2 -0.20
C 1.369232 -2.117548 0.680231 -0.2 0.1 0.0 -0.15
C 0.204271 -1.979493 -0.311368 0.1 -0.3 0.0 -0.26
C -1.115680 -2.486279 0.290400 0.0 -0.1 -0.2 -0.12
C -1.123194 -3.982345 -0.070595 -0.3 -0.1 0.2 -0.18
O -0.070676 -4.196523 -0.997358 0.1 -0.2 0.0 -0.13
C 0.327248 -2.940959 -1.499714 0.0 0.3 -0.2 -0.18
C 3.350317 -1.099830 1.617149 0.1 0.1 0.2 -0.18
C 4.113029 0.229236 1.652554 0.0 -0.2 0.1 -0.12
C -0.141083 1.976324 0.036950 0.0 0.1 0.0 0.03
C -2.874604 0.846782 -0.314188 -0.1 -0.1 0.0 0.05
H -5.352150 -2.684796 -0.693634 -0.1 0.1 0.0 0.09
H -6.289301 -1.175129 -0.805591 0.0 0.0 0.0 0.10
H -5.717162 -1.759986 0.783405 0.0 0.0 0.0 0.10
H -6.074610 0.577983 0.770065 -0.1 -0.1 0.0 0.10
H -5.615274 2.879878 1.431121 -0.1 0.0 0.0 0.11
H -3.416134 3.902997 1.010113 0.0 0.1 0.0 0.11
H -2.027323 4.613794 -0.903116 -0.1 0.0 0.0 0.11
H 0.212121 5.524287 -1.377632 0.0 0.1 0.0 0.10
H 2.224303 4.162156 -0.984136 0.0 0.0 0.0 0.10
H 1.996405 0.715890 0.375755 0.0 0.1 -0.1 0.11
H 5.449808 1.170556 0.230237 -0.2 0.0 0.0 0.14
H 4.633077 -0.056013 -1.758506 0.1 -0.1 0.0 0.12
H 5.238596 -1.103829 -0.481049 0.0 0.0 0.0 0.12
H 3.309331 -2.248842 -1.003372 -0.1 0.0 0.0 0.12
H 2.437388 -0.797403 -1.535263 0.0 -0.1 0.0 0.12
H 0.979187 -2.002817 1.695847 0.0 -0.1 0.0 0.12
H 1.791716 -3.133060 0.596981 0.0 0.0 0.1 0.14
H 0.128521 -0.942601 -0.639929 0.0 0.0 0.0 0.12
H -1.962958 -1.986415 -0.177324 0.0 0.0 0.1 0.09
H -1.177402 -2.327335 1.364999 0.0 0.1 0.0 0.11
H -0.932633 -4.624816 0.794178 -0.1 0.0 -0.1 0.12
H -2.079328 -4.277756 -0.520116 0.1 0.0 0.1 0.12
H -0.341962 -2.619527 -2.312552 0.1 0.0 0.0 0.13
H 1.335859 -3.052630 -1.895052 0.0 0.1 0.0 0.11
H 4.052763 -1.943618 1.526620 0.0 0.0 0.0 0.13
H 2.807889 -1.226617 2.557032 0.0 -0.1 -0.1 0.12
H 5.034983 0.083610 2.217248 0.0 0.0 0.0 0.12
H 3.521715 0.978227 2.182157 0.0 0.0 0.1 0.12
H -0.236008 0.990107 0.469037 0.0 -0.1 0.1 0.11
H -2.128189 0.268383 -0.835117 0.1 -0.1 -0.1 0.12
```
Positions in Å, forces in eV/Å.

**SMILES**: COc1cccc(-c2cccc(NC(=O)C3CCN(C[C@@H]4CCOC4)CC3)c2)c1
**E_HOMO**: -8.19 eV
**ΔE to the lowest compared entry with this formula, charge and spin**: 57.5 kcal per mole
**E_LUMO**: 0.67 eV
**Orbital gap**: 8.859 eV
**Largest force on an atom**: 0.0103 Eh/bohr

***

- The highest largest force on an atom belongs to which entry?
  C4H4S

***

- Which formula does entry 2 have?
  C4H4S

***

- Number 3 is which compound?
  C24H30N2O3